(1)
{"formula": "C4H9O3", "method": "ωB97M-V/def2-TZVPD", "lumo_energy_ev": 4.14, "gap_ev": 8.84, "de_lowest_kj_mol": 79.9, "charge": -1, "e_tot_ha": -383.57609, "elements": ["C", "C", "O", "O", "H", "H", "H", "C", "C", "O", "H", "H", "H", "H", "H", "H"], "positions_angstrom": [[1.53886, -0.12067, 2.56204], [1.67112, -0.27861, 1.00664], [0.70123, -0.86737, 0.43266], [2.75702, 0.12109, 0.59126], [1.85553, 0.89296, 2.78860], [2.39053, -0.68648, 2.95588], [0.61139, -0.32902, 3.10206], [-0.90968, 0.67188, -1.68977], [-2.22874, -0.04118, -1.48954], [0.10728, -0.33890, -1.90887], [-0.86155, 1.43490, -2.45709], [-0.49903, 1.18075, -0.77297], [-3.13400, 0.44338, -1.15718], [0.49324, -0.54652, -0.94592], [-1.99558, -0.83527, -0.69773], [-2.49761, -0.70093, -2.32007]]}

(2)
{"formula": "C4H9O3", "method": "ωB97M-V/def2-TZVPD", "lumo_energy_ev": 3.85, "gap_ev": 8.22, "de_lowest_kj_mol": 20.7, "charge": -1, "e_tot_ha": -383.59867, "elements": ["O", "C", "O", "C", "C", "C", "H", "H", "H", "H", "H", "H", "H", "H", "H", "O"], "positions_angstrom": [[0.44175, 1.01253, 1.83055], [-0.71883, 0.98596, 1.33784], [-1.74226, 1.54210, 1.80741], [-0.93697, 0.09094, 0.13182], [-0.10610, 0.60795, -1.07334], [0.14377, -0.48470, -2.12048], [-1.99974, 0.01324, -0.07674], [-0.55104, -0.90999, 0.31079], [0.94069, 0.75474, -0.75122], [-0.61744, 1.49604, -1.44646], [0.80674, -1.24700, -1.70337], [-0.80380, -0.90849, -2.46579], [0.78384, -0.18354, -2.97941], [1.52403, -0.38846, 1.87614], [1.05661, -1.15370, 2.96779], [1.77878, -1.22760, 2.35447]]}

(3)
{"formula": "C4H9O3", "method": "ωB97M-V/def2-TZVPD", "lumo_energy_ev": 3.73, "gap_ev": 8.21, "de_lowest_kj_mol": 125.4, "charge": -1, "e_tot_ha": -383.55876, "elements": ["O", "C", "O", "C", "C", "C", "H", "H", "H", "H", "H", "H", "H", "H", "H", "O"], "positions_angstrom": [[0.84140, 0.78757, 2.40242], [-0.22742, 0.84087, 1.71463], [-0.91858, 1.89370, 1.71357], [-0.43158, -0.16839, 0.54305], [-0.67467, 0.57377, -0.83476], [-0.63857, -0.30825, -2.18410], [-1.25021, -0.82559, 0.73983], [0.37731, -0.82213, 0.38914], [0.10160, 1.39567, -0.69030], [-1.72543, 1.00660, -0.92402], [0.14733, 0.16153, -2.79226], [-0.64008, -1.34910, -1.90351], [-1.49258, -0.23578, -2.87398], [1.66032, -0.54290, 2.19408], [2.50759, -1.12282, 0.78775], [2.36356, -1.28476, 1.71848]]}

(4)
{"formula": "C4H9O3S", "method": "ωB97M-V/def2-TZVPD", "lumo_energy_ev": 4.05, "gap_ev": 7.93, "de_lowest_kj_mol": 265.4, "charge": -1, "e_tot_ha": -781.70461, "elements": ["C", "C", "C", "C", "O", "O", "O", "S", "H", "H", "H", "H", "H", "H", "H", "H", "H"], "positions_angstrom": [[-1.46191, 0.96368, 0.32579], [1.40064, 0.33034, -1.10886], [-0.04622, 0.97344, 0.89077], [0.85570, -0.07192, 0.25339], [-0.57483, -2.01022, 1.35599], [1.76741, -0.66472, 1.12565], [-0.51690, -2.09869, -1.20471], [0.46085, -1.79688, 0.33325], [-1.89716, -0.02036, 0.48047], [-2.07960, 1.70963, 0.83077], [-1.46130, 1.17984, -0.74272], [1.93625, 1.28257, -1.08303], [0.57429, 0.40161, -1.81535], [2.07667, -0.44949, -1.45261], [-0.08337, 0.75601, 1.95994], [0.40727, 1.96715, 0.76036], [-1.35780, -2.45198, -0.90911]]}

Repeat the second record exactly.
{"formula": "C4H9O3", "method": "ωB97M-V/def2-TZVPD", "lumo_energy_ev": 3.85, "gap_ev": 8.22, "de_lowest_kj_mol": 20.7, "charge": -1, "e_tot_ha": -383.59867, "elements": ["O", "C", "O", "C", "C", "C", "H", "H", "H", "H", "H", "H", "H", "H", "H", "O"], "positions_angstrom": [[0.44175, 1.01253, 1.83055], [-0.71883, 0.98596, 1.33784], [-1.74226, 1.54210, 1.80741], [-0.93697, 0.09094, 0.13182], [-0.10610, 0.60795, -1.07334], [0.14377, -0.48470, -2.12048], [-1.99974, 0.01324, -0.07674], [-0.55104, -0.90999, 0.31079], [0.94069, 0.75474, -0.75122], [-0.61744, 1.49604, -1.44646], [0.80674, -1.24700, -1.70337], [-0.80380, -0.90849, -2.46579], [0.78384, -0.18354, -2.97941], [1.52403, -0.38846, 1.87614], [1.05661, -1.15370, 2.96779], [1.77878, -1.22760, 2.35447]]}